# 1
Below is C30H41CoN2O5SSi as an isolated structure at a distorted geometry, with properties calculated with the ωB97M-V functional and the def2-TZVPD basis.

Summary:
spin multiplicity: 5
HOMO level (alpha / beta): -7.7 / -8.1 eV
relative energy (zero: lowest compared OMol25 entry of this formula, charge and spin): 137.8 kJ/mol
gap between HOMO and LUMO (alpha / beta): 7.90 / 6.16 eV

Positions of all 81 atoms, in Å:
Co 0.49087 1.00768 -0.39025
C 0.48437 7.86778 -0.34675
O 1.80907 7.39548 -0.27605
C 2.05597 6.06808 -0.41395
C 3.42367 5.72318 -0.33955
C 3.81517 4.42008 -0.42665
C 2.88567 3.37088 -0.60385
C 3.24427 1.99528 -0.59935
C 4.65337 1.55048 -0.28675
O 2.40427 1.06348 -0.82165
C 1.48727 3.72008 -0.74915
O 0.58697 2.84368 -0.99635
C 1.11677 5.08228 -0.61755
H 0.55277 8.95308 -0.26145
H -0.12253 7.47538 0.47455
H 0.02037 7.61018 -1.30225
H 4.13607 6.52278 -0.21535
H 4.87137 4.20518 -0.36805
H 5.30627 2.37078 -0.02075
H 5.06977 1.02928 -1.14865
H 4.62157 0.84638 0.54155
H 0.06487 5.30058 -0.71565
C -4.88823 -4.19572 -2.12055
C -4.51823 -2.77832 -1.81485
C -5.04423 -2.11482 -0.71215
C -4.62493 -0.83282 -0.39605
C -3.68273 -0.21262 -1.19185
C -3.21973 -0.82102 -2.34225
C -3.63233 -2.10342 -2.65085
S -2.95833 1.36938 -0.74915
O -3.83753 2.03468 0.17855
O -2.63983 2.04548 -1.97115
N -1.52643 0.95198 -0.02465
C -1.34913 1.06868 1.30275
C -2.33433 1.05908 2.30705
C -1.94603 1.19368 3.61755
C -0.59133 1.31628 3.93635
C 0.32447 1.27078 2.90765
N -0.03613 1.13648 1.63535
H -5.58963 -4.58512 -1.38695
H -3.99983 -4.82952 -2.12305
H -5.33893 -4.25702 -3.11005
H -5.77123 -2.61472 -0.09095
H -5.01953 -0.30982 0.45925
H -2.54963 -0.25792 -2.97295
H -3.25753 -2.60132 -3.53415
H -3.36603 0.96888 2.01815
H -2.69063 1.20588 4.39985
H -0.26343 1.43538 4.95545
H 1.39067 1.33368 3.08935
C 0.11927 -2.27942 -2.11385
Si 0.66557 -1.74192 -0.34015
C 2.57187 -2.30402 -0.12305
C 3.17577 -1.64022 1.11575
C 3.34797 -1.88012 -1.37095
C 2.74477 -3.81882 0.01385
C -0.51133 -2.72082 0.94355
C -0.12043 -2.42242 2.39155
C -1.95593 -2.27722 0.72995
C -0.50223 -4.23892 0.72545
H 0.23967 -3.34972 -2.26665
H 0.69907 -1.77412 -2.88035
H -0.92493 -2.03062 -2.27475
H 3.04917 -0.56252 1.06715
H 4.23787 -1.87442 1.18685
H 2.69057 -1.99732 2.02095
H 3.20867 -0.82692 -1.58065
H 3.02037 -2.45242 -2.23365
H 4.41107 -2.06812 -1.22455
H 2.40297 -4.17302 0.98145
H 3.80507 -4.06012 -0.06765
H 2.21647 -4.35512 -0.76965
H -0.00503 -1.35422 2.55565
H 0.81347 -2.91612 2.64925
H -0.89263 -2.77972 3.07285
H -2.06443 -1.20302 0.80575
H -2.60693 -2.73082 1.47665
H -2.29833 -2.59372 -0.24955
H 0.42337 -4.70362 1.04595
H -0.66653 -4.48132 -0.32115
H -1.31213 -4.68742 1.30235

From a Mulliken analysis of the wavefunction, the atomic charges in e read:
1. Co 0.309
2. C -0.795
3. O -0.434
4. C 0.893
5. C -1.043
6. C -0.941
7. C 0.012
8. C 1.038
9. C -1.154
10. O -0.324
11. C 0.173
12. O -0.699
13. C -0.380
14. H 0.230
15. H 0.334
16. H 0.329
17. H 0.432
18. H 0.329
19. H 0.446
20. H 0.297
21. H 0.184
22. H 0.468
23. C -1.560
24. C 0.970
25. C -0.698
26. C -0.567
27. C -0.208
28. C -0.560
29. C -0.353
30. S 1.239
31. O -0.727
32. O -0.701
33. N 0.391
34. C 0.686
35. C -0.828
36. C -0.676
37. C -0.838
38. C -0.299
39. N 0.293
40. H 0.388
41. H 0.307
42. H 0.352
43. H 0.371
44. H 0.472
45. H 0.570
46. H 0.385
47. H 0.468
48. H 0.440
49. H 0.403
50. H 0.408
51. C -1.346
52. Si 0.057
53. C 2.567
54. C -1.245
55. C -2.043
56. C -2.041
57. C 2.824
58. C -1.715
59. C -2.367
60. C -1.956
61. H 0.414
62. H 0.429
63. H -0.001
64. H -0.176
65. H 0.557
66. H 0.203
67. H 0.217
68. H 0.377
69. H 0.576
70. H 0.325
71. H 0.577
72. H 0.368
73. H 0.221
74. H 0.394
75. H 0.468
76. H 0.462
77. H 0.664
78. H 0.138
79. H 0.389
80. H 0.324
81. H 0.504



# 2
Below is C30H41F15GeN8O4RbTe as an isolated structure, with properties calculated with the ωB97M-V functional and the def2-TZVPD basis.

Summary:
spin multiplicity: 2
total charge: -2
HOMO level (alpha / beta): -2.1 / -2.1 eV
relative energy (zero: lowest compared OMol25 entry of this formula, charge and spin): 0.0 kJ/mol
gap between HOMO and LUMO (alpha / beta): 5.66 / 4.27 eV

Positions of all 101 atoms, in Å:
Rb -0.64905 -0.26517 1.11655
C -2.03141 1.50442 -1.63130
N -0.91061 2.33024 -1.22228
C -1.32558 3.55855 -0.56481
C -1.75038 3.34374 0.89129
N -0.74413 2.67318 1.68448
C 0.27868 3.32945 2.17793
C 0.71855 4.68840 2.03364
F -0.00034 5.57260 1.28178
C 1.87853 5.18602 2.59191
F 2.21555 6.47269 2.36266
C 2.71241 4.41131 3.37738
F 3.84384 4.91677 3.92873
C 2.32073 3.09710 3.59568
F 3.07347 2.29786 4.38657
C 1.17488 2.60542 3.03610
F 0.84354 1.31304 3.31719
C 0.00819 2.53567 -2.31957
C 1.35701 3.04754 -1.83416
N 2.33549 2.88000 -2.87969
C 3.63262 2.88656 -2.59421
C 4.51907 2.48895 -3.64123
F 4.01970 2.19075 -4.83382
C 5.87417 2.37100 -3.46163
F 6.66434 1.96767 -4.46367
C 6.43786 2.67134 -2.22763
F 7.75474 2.56000 -2.05152
C 5.63050 3.10599 -1.18739
F 6.18988 3.42297 -0.01821
C 4.26924 3.22495 -1.36340
F 3.56519 3.70672 -0.34607
H -2.61258 1.96860 -2.44982
H -2.71130 1.33442 -0.79644
H -1.66978 0.53205 -1.97167
H -2.13641 4.05482 -1.13480
H -0.48479 4.24719 -0.55593
H -2.64848 2.71808 0.91619
H -2.05524 4.31842 1.29473
H -0.39913 3.20247 -3.10404
H 0.20271 1.56251 -2.76593
H 1.61557 2.48960 -0.93108
H 1.32554 4.10648 -1.54824
C 3.05673 0.70902 0.40226
C 3.01656 -0.78533 0.71002
C 2.93904 -1.01509 2.22194
C 4.30648 -1.43335 0.19231
O 1.86018 -1.35063 0.14301
Ge 1.75652 -2.23028 -1.55622
O 0.87351 -0.89290 -2.56806
C 0.74807 -1.11050 -3.96286
C 0.72397 -2.60156 -4.35180
C -0.59811 -0.53404 -4.42345
C 1.89545 -0.40343 -4.68428
O 0.11238 -2.96936 -1.07818
C -0.04790 -4.11406 -0.27939
C -0.21668 -3.72173 1.19298
C 1.13123 -5.08973 -0.38832
C -1.32413 -4.80866 -0.75946
H 3.93142 1.19728 0.84412
H 3.08218 0.83716 -0.68312
H 2.16224 1.20907 0.78291
H 3.78907 -0.55405 2.73654
H 2.02428 -0.57699 2.62183
H 2.93356 -2.08706 2.43233
H 5.16686 -1.04508 0.74620
H 4.26269 -2.51652 0.32200
H 4.45543 -1.23173 -0.87010
H -0.02992 -3.12647 -3.76311
H 0.47894 -2.69281 -5.41445
H 1.68774 -3.08566 -4.18555
H -1.40157 -0.99964 -3.85063
H -0.65584 0.54461 -4.28706
H -0.76015 -0.74520 -5.48511
H 2.84789 -0.83250 -4.36047
H 1.81836 -0.51361 -5.77084
H 1.89175 0.65998 -4.43322
H 0.63727 -3.13166 1.53483
H -1.13443 -3.14484 1.31773
H -0.29540 -4.60920 1.82693
H 2.04440 -4.64195 0.01079
H 0.92224 -6.00294 0.17533
H 1.31115 -5.35182 -1.43397
H -2.15327 -4.10042 -0.71546
H -1.19799 -5.13005 -1.79658
H -1.56693 -5.67944 -0.14344
F -3.85496 -2.15669 2.91673
Te -4.39284 -0.85354 1.65318
F -5.64552 -0.41693 2.97782
F -5.72903 -2.03284 1.05980
F -3.30531 0.39755 2.55505
F -5.22702 0.54634 0.71280
O -3.16394 -1.24511 0.43073
N 1.63306 -0.48850 5.45605
N 0.74641 -1.46963 5.01934
N -0.45259 -1.18384 4.57364
C -0.92843 -2.40518 4.33498
N -0.04198 -3.36175 4.64040
N 1.02514 -2.73892 5.09376
H 1.26392 0.38341 5.08195
H 2.50960 -0.66050 4.97073
H -1.91472 -2.57902 3.93744

Mulliken population analysis, charges in e, atoms 1 to 99:
1. Rb 0.330
2. C -0.741
3. N 1.630
4. C -0.897
5. C -1.508
6. N -0.179
7. C -0.102
8. C 0.373
9. F -0.445
10. C 0.307
11. F -0.401
12. C 0.589
13. F -0.393
14. C 0.292
15. F -0.378
16. C -0.129
17. F -0.052
18. C 0.162
19. C 0.085
20. N -0.547
21. C -0.045
22. C 0.437
23. F -0.366
24. C 0.227
25. F -0.318
26. C 0.687
27. F -0.326
28. C 0.126
29. F -0.345
30. C 0.626
31. F -0.238
32. H 0.196
33. H 0.109
34. H 0.034
35. H 0.198
36. H 0.462
37. H 0.381
38. H 0.454
39. H 0.244
40. H -1.290
41. H -0.228
42. H 0.630
43. C -0.248
44. C 0.909
45. C -1.461
46. C -2.172
47. O 1.324
48. Ge -1.165
49. O 0.155
50. C 1.999
51. C -2.085
52. C -1.693
53. C -1.664
54. O 0.123
55. C 1.899
56. C -1.026
57. C -1.980
58. C -1.974
59. H 0.519
60. H -0.034
61. H -0.612
62. H 0.498
63. H -0.133
64. H 0.530
65. H 0.466
66. H 0.425
67. H 0.392
68. H 0.384
69. H 0.507
70. H 0.469
71. H 0.355
72. H 0.275
73. H 0.487
74. H 0.269
75. H 0.430
76. H 0.193
77. H -0.006
78. H 0.054
79. H 0.520
80. H 0.398
81. H 0.462
82. H 0.377
83. H 0.271
84. H 0.451
85. H 0.371
86. F -0.510
87. Te 2.338
88. F -0.422
89. F -0.463
90. F -0.567
91. F -0.473
92. O -0.930
93. N -0.838
94. N 1.205
95. N -0.640
96. C -0.274
97. N -0.283
98. N -0.642
99. H 0.448



# 3
Below is C30H41N2PS2Zr as an isolated structure at a distorted geometry, with properties calculated with the ωB97M-V functional and the def2-TZVPD basis.

Summary:
total charge: +2
HOMO level: -13.7 eV
gap between HOMO and LUMO: 7.07 eV

Positions of all 77 atoms, in Å:
Zr 0.23938 0.38866 -0.32762
C -2.57882 -0.91485 -0.78153
N -1.69241 0.07053 -1.46680
C -1.23409 -0.45389 -2.77951
C -0.35169 0.57538 -3.44642
N 0.70605 1.06582 -2.49961
C 2.04379 0.74625 -3.10248
C 0.63892 2.51071 -2.19381
C 0.06492 3.42480 -3.07199
C 0.04041 4.76594 -2.74838
C 0.59468 5.21214 -1.54909
C 1.20128 4.31715 -0.69324
C 1.24656 2.96040 -1.01147
S 2.15820 1.85216 0.03432
C -2.40850 1.35369 -1.55929
C -3.26929 1.63539 -2.60792
C -3.94038 2.84655 -2.63925
C -3.76537 3.76219 -1.60784
C -2.93237 3.46229 -0.54112
C -2.25337 2.24805 -0.50498
S -1.29004 1.82836 0.93118
H -3.50485 -1.03037 -1.34353
H -2.81379 -0.54823 0.20904
H -2.08878 -1.88199 -0.71516
H -2.07157 -0.68830 -3.43326
H -0.69675 -1.38826 -2.60670
H -0.97060 1.39474 -3.77449
H 0.11418 0.14421 -4.32559
H 2.12876 1.25457 -4.06256
H 2.11751 -0.32523 -3.26056
H 2.83807 1.06968 -2.44870
H -0.35254 3.11525 -4.02272
H -0.40031 5.47199 -3.44091
H 0.57198 6.26677 -1.29856
H 1.66569 4.65455 0.22454
H -3.42785 0.92431 -3.41261
H -4.60958 3.06634 -3.46401
H -4.28950 4.70876 -1.63065
H -2.80974 4.15734 0.28187
C -0.74030 -0.37212 4.07824
C 0.64271 -0.62631 3.45034
C 1.49434 -1.48593 4.41350
C 1.33506 0.72808 3.26965
P 0.34364 -1.35731 1.72982
C 1.94955 -1.63339 0.89184
C 3.21033 -1.72739 1.48690
C 4.32511 -2.02526 0.71972
C 4.21161 -2.23773 -0.65331
C 2.98050 -2.11953 -1.27027
C 1.87203 -1.78585 -0.50307
C -0.50261 -3.04903 1.79577
C 0.06482 -3.92942 2.90661
C -0.28479 -3.78629 0.47102
C -2.02103 -2.80854 2.00459
H -0.59158 0.18206 5.00917
H -1.24886 -1.30237 4.33466
H -1.39144 0.22566 3.43755
H 0.86574 -2.04271 5.10575
H 2.11500 -0.81531 5.01105
H 2.15772 -2.20187 3.93598
H 1.46823 1.17190 4.25863
H 0.74073 1.42822 2.68982
H 2.32022 0.64494 2.81339
H 3.32937 -1.57373 2.55117
H 5.29322 -2.10888 1.20030
H 5.08484 -2.49492 -1.24030
H 2.88755 -2.29570 -2.33303
H 0.89052 -1.79106 -0.99812
H 1.14755 -4.04775 2.83318
H -0.38060 -4.92231 2.79624
H -0.19313 -3.56721 3.89647
H 0.75622 -4.07249 0.32320
H -0.61837 -3.21622 -0.39729
H -0.87932 -4.70375 0.49596
H -2.42291 -3.56370 2.68341
H -2.56543 -2.90386 1.06427
H -2.26453 -1.83680 2.42863

From a Mulliken analysis of the wavefunction, the atomic charges in e read:
1. Zr -0.333
2. C -1.556
3. N 1.122
4. C -0.673
5. C -0.789
6. N 1.056
7. C -1.680
8. C 0.450
9. C -0.531
10. C -0.930
11. C -0.797
12. C -0.663
13. C 0.581
14. S -0.531
15. C -0.232
16. C -0.598
17. C -0.969
18. C -0.824
19. C -0.784
20. C 1.213
21. S -0.486
22. H 0.423
23. H 0.503
24. H 0.284
25. H 0.664
26. H 0.366
27. H 0.154
28. H 0.566
29. H 0.338
30. H 0.580
31. H 0.356
32. H 0.593
33. H 0.469
34. H 0.461
35. H 0.501
36. H 0.464
37. H 0.463
38. H 0.462
39. H 0.519
40. C -1.859
41. C 1.907
42. C -1.840
43. C -1.738
44. P 1.842
45. C 1.064
46. C -1.023
47. C -0.874
48. C -0.940
49. C -1.082
50. C -0.358
51. C 2.228
52. C -1.686
53. C -1.837
54. C -1.787
55. H 0.524
56. H 0.411
57. H 0.214
58. H 0.413
59. H 0.483
60. H 0.334
61. H 0.684
62. H 0.169
63. H 0.385
64. H 0.346
65. H 0.504
66. H 0.445
67. H 0.648
68. H 0.559
69. H 0.281
70. H 0.581
71. H 0.385
72. H 0.401
73. H 0.186
74. H 0.564
75. H 0.408
76. H 0.461
77. H 0.384